Entry 1:
Computed, not measured: C24H62N3NaO11 as an isolated structure in a non-equilibrium geometry, with ωB97M-V with the def2-TZVPD basis set.

## Properties
Highest occupied orbital energy: -0.32703 Eh
Gap between HOMO and LUMO: 8.0566 eV
Energy relative to the best compared isomer or geometry (same formula, charge and spin): 84.9 kcal per mole

Each line ends with the Mulliken charge.
Atoms and positions in Å:
Na1 -2.3488 -4.1990 -0.6093  0.914
N1 -1.6214 -1.3495 1.0470  0.679
O1 -0.5827 -1.3729 0.3931  -0.405
O2 -2.1222 -0.3631 1.6059  -0.498
O3 -2.1316 -2.4412 1.2588  -0.655
C1 -3.3416 2.9777 2.7616  -0.894
C2 -1.9443 2.7349 3.3502  1.377
C3 -1.6039 3.7796 4.3947  -1.713
O4 -2.0922 1.4791 3.9500  -0.630
H1 -4.1445 2.5325 3.3491  0.338
H2 -3.4502 2.5046 1.7857  -0.203
H3 -3.4664 4.0346 2.5259  0.413
H4 -1.1893 2.5390 2.5888  -0.263
H5 -2.2962 3.8267 5.2353  0.383
H6 -1.4881 4.7706 3.9557  0.367
H7 -0.6120 3.6264 4.8199  0.407
H8 -2.1594 0.8054 3.2695  0.384
C4 0.3255 -1.8318 3.9678  -1.067
C5 1.6091 -1.0345 3.5343  1.148
C6 1.4513 0.3924 3.0822  -0.872
O5 2.6304 -1.0385 4.5028  -0.587
H9 0.6194 -2.7909 4.3942  0.345
H10 -0.3385 -1.8503 3.1036  0.006
H11 -0.1630 -1.3112 4.7915  0.372
H12 2.0113 -1.5828 2.6824  -0.471
H13 0.6438 0.5167 2.3606  -0.067
H14 2.3159 0.6231 2.4600  0.271
H15 1.3056 1.0554 3.9351  0.439
H16 2.3355 -0.4009 5.1571  0.386
C7 -1.4489 2.0764 -0.8863  -0.486
C8 -1.6060 3.5866 -0.8425  0.363
C9 -0.4252 4.3961 -0.1637  -0.913
O6 -1.6744 4.0388 -2.1859  -0.600
H17 -1.5338 1.5939 0.0874  -0.076
H18 -0.5158 1.8213 -1.3886  0.176
H19 -2.1904 1.5782 -1.5108  0.348
H20 -2.4534 3.9030 -0.2344  0.205
H21 -0.3809 4.1664 0.9009  0.162
H22 -0.6015 5.4631 -0.2993  0.346
H23 0.5098 4.1790 -0.6803  0.115
H24 -0.9320 3.6331 -2.6397  0.362
C10 -6.0466 -1.1444 1.6892  -1.164
C11 -6.2857 0.3649 1.6693  0.445
C12 -5.5211 0.9741 0.5313  -0.898
O7 -7.7030 0.4515 1.4408  -0.568
H25 -4.9963 -1.4357 1.6975  0.149
H26 -6.2932 -1.5648 0.7142  0.387
H27 -6.5346 -1.7079 2.4844  0.345
H28 -6.0633 0.8113 2.6385  0.233
H29 -4.5423 0.5321 0.3450  0.017
H30 -5.3697 2.0323 0.7445  0.246
H31 -6.0179 0.9471 -0.4385  0.455
H32 -7.8143 -0.1385 0.6918  0.382
C13 4.9928 5.5544 -6.5808  -0.703
O8 5.0287 4.3447 -5.7942  -0.332
C14 3.8675 3.4960 -6.0804  -0.717
C15 3.9812 2.2512 -5.1270  -0.531
N2 3.3530 2.5844 -3.8516  -0.264
C16 3.5544 1.5254 -2.8314  -0.472
C17 3.3311 1.9355 -1.3767  -0.374
O9 3.5805 0.8331 -0.4879  -0.474
C18 2.5188 -0.1179 -0.3390  -0.638
H33 4.8959 5.3234 -7.6416  0.281
H34 5.8267 6.2390 -6.4257  0.261
H35 4.0981 6.1070 -6.2939  0.297
H36 4.0871 3.2320 -7.1149  0.463
H37 2.9121 4.0203 -6.0999  0.391
H38 5.0139 1.9831 -4.9038  0.367
H39 3.4605 1.3993 -5.5645  0.327
H40 3.6699 3.4670 -3.4767  0.234
H41 4.6022 1.2251 -2.8252  0.286
H42 2.8962 0.6771 -3.0195  0.197
H43 2.3827 2.3869 -1.0853  0.152
H44 4.0384 2.7198 -1.1071  0.429
H45 2.5647 -0.8102 0.5016  0.235
H46 2.4655 -0.7465 -1.2279  0.309
H47 1.5631 0.4035 -0.3922  0.276
C19 2.7248 -7.1107 2.6255  -0.785
O10 1.6383 -6.6591 1.8870  -0.333
C20 1.7224 -5.3332 1.2534  -0.715
C21 0.2684 -4.9620 0.9578  0.181
N3 -0.3381 -5.6722 -0.1593  -0.348
C22 0.3694 -5.5007 -1.4500  -1.151
C23 0.4930 -4.0670 -1.9621  0.033
O11 -0.8148 -3.4841 -2.1443  -0.309
C24 -0.7706 -2.2071 -2.7654  -0.656
H48 2.9618 -6.4940 3.4924  0.300
H49 3.6165 -7.0559 2.0009  0.318
H50 2.6232 -8.1044 3.0616  0.265
H51 2.3480 -5.3115 0.3611  0.311
H52 2.1979 -4.6295 1.9367  0.460
H53 0.2060 -3.8996 0.7220  -0.369
H54 -0.3642 -5.1038 1.8340  0.408
H55 -0.2290 -6.6440 0.0934  0.350
H56 -0.1383 -5.9752 -2.2897  0.423
H57 1.3471 -5.9822 -1.4657  0.418
H58 1.0419 -3.9670 -2.8984  0.558
H59 0.9816 -3.4582 -1.2014  -0.023
H60 -0.2558 -2.2219 -3.7261  0.345
H61 -0.2543 -1.5524 -2.0634  0.139
H62 -1.7713 -1.8279 -2.9725  0.246

=====

Entry 2:
Computed, not measured: a 6-piece molecular cluster, C24H63BN2O14P overall in a non-equilibrium geometry, with ωB97M-V with the def2-TZVPD basis set.

## Properties
Highest occupied orbital energy: -0.38360 Eh
Gap between HOMO and LUMO: 6.6669 eV
Net charge: +1
Energy relative to the best compared isomer or geometry (same formula, charge and spin): 0.0 kcal per mole

Each line ends with the Mulliken charge.
Atoms and positions in Å:
N1 -1.4492 -2.0091 -1.2007  -0.488
B1 -0.5971 -0.8245 -0.9359  0.619
O1 -1.2070 0.3157 -0.3563  -0.658
C1 0.9752 -0.7552 -1.2996  -0.491
N2 1.5642 0.5075 -1.8451  0.072
C2 2.8803 0.0264 -2.4165  -0.497
C3 3.3879 -0.8677 -1.1896  -0.394
C4 2.0794 -1.2436 -0.2923  -0.023
P1 2.0871 -0.6734 1.4833  0.804
O2 2.5098 -1.8591 2.3225  -0.586
O3 3.1990 0.5422 1.8026  -0.437
O4 0.6199 -0.1490 2.0651  -0.459
H1 -0.7848 -2.7973 -1.1649  0.164
H2 -1.6848 -1.9411 -2.2040  0.262
H3 -2.1576 0.2161 -0.5098  0.269
H4 1.0554 -1.5251 -2.1156  0.257
H5 1.8820 0.9728 -0.9846  0.326
H6 0.9611 1.0584 -2.4606  0.355
H7 3.6030 0.8047 -2.7312  0.411
H8 2.6162 -0.5730 -3.3182  0.304
H9 3.8654 -1.8372 -1.4254  0.408
H10 4.1542 -0.2037 -0.7288  0.074
H11 2.1533 -2.3513 -0.2375  0.272
H12 3.6058 0.8780 0.9911  0.263
H13 0.4131 0.6807 1.5984  0.292
C5 -2.2991 -0.7325 -4.9426  -0.633
O5 -3.3723 -0.9745 -4.0517  -0.397
C6 -3.9604 0.2273 -3.5588  -0.267
C7 -5.2353 0.5792 -4.3077  -0.695
O6 -4.9695 0.8908 -5.6683  -0.357
C8 -5.2430 -0.1939 -6.5459  -0.738
H14 -2.0944 -1.6514 -5.4922  0.243
H15 -2.5284 0.0569 -5.6618  0.447
H16 -1.4003 -0.4552 -4.3703  0.096
H17 -3.2419 1.0538 -3.6035  0.348
H18 -4.2081 0.0541 -2.5063  0.325
H19 -5.6730 1.4729 -3.8533  0.344
H20 -5.9692 -0.2285 -4.2306  0.382
H21 -6.3209 -0.2716 -6.7162  0.316
H22 -4.8662 -1.1423 -6.1556  0.305
H23 -4.7526 0.0107 -7.4981  0.259
C9 -5.5155 4.6928 -3.9330  -0.614
O7 -6.5889 4.4439 -3.0415  -0.304
C10 -7.1770 5.6394 -2.5391  -0.516
C11 -8.4521 5.9945 -3.2870  -0.495
O8 -8.1883 6.3163 -4.6464  -0.383
C12 -8.4587 5.2373 -5.5284  -0.692
H24 -5.3147 3.7757 -4.4891  0.079
H25 -5.7481 5.4864 -4.6469  0.385
H26 -4.6187 4.9663 -3.3638  0.297
H27 -6.4604 6.4660 -2.5770  0.349
H28 -7.4240 5.4583 -1.4888  0.340
H29 -8.8918 6.8839 -2.8266  0.385
H30 -9.1841 5.1838 -3.2155  0.320
H31 -9.5371 5.1568 -5.6984  0.326
H32 -8.0777 4.2882 -5.1437  0.277
H33 -7.9697 5.4489 -6.4800  0.248
C13 -0.4877 -2.4857 7.5241  -0.732
O9 -0.7931 -1.1119 7.3464  -0.389
C14 0.1388 -0.2529 7.9912  -0.478
C15 1.1646 0.2966 7.0124  -0.434
O10 1.9922 -0.7327 6.4872  -0.431
C16 1.5871 -1.1555 5.1934  -0.626
H34 -1.0493 -3.0570 6.7844  0.239
H35 0.5769 -2.6897 7.3860  0.318
H36 -0.7934 -2.8075 8.5259  0.333
H37 0.6305 -0.7709 8.8206  0.313
H38 -0.4312 0.5825 8.4092  0.371
H39 1.8190 0.9935 7.5449  0.400
H40 0.6734 0.8489 6.2042  0.237
H41 1.9182 -0.4297 4.4466  0.183
H42 0.5033 -1.2825 5.1250  0.344
H43 2.0630 -2.1125 4.9843  0.246
C17 2.8167 -6.4826 1.1415  -0.627
O11 1.7372 -6.7159 2.0290  -0.404
C18 1.1436 -5.5140 2.5058  -0.289
C19 -0.1289 -5.1780 1.7445  -0.602
O12 0.1400 -4.8793 0.3747  -0.183
C20 -0.1238 -5.9796 -0.4862  -0.942
H44 3.0223 -7.4093 0.6053  0.272
H45 2.5851 -5.7020 0.4110  0.180
H46 3.7091 -6.1969 1.7091  0.326
H47 1.8578 -4.6849 2.4578  0.200
H48 0.8899 -5.6764 3.5571  0.369
H49 -0.5740 -4.2819 2.1865  0.398
H50 -0.8585 -5.9891 1.8260  0.355
H51 -1.2015 -6.0686 -0.6569  0.289
H52 0.2600 -6.9172 -0.0800  0.438
H53 0.3673 -5.7876 -1.4423  0.242
C21 9.5113 2.0717 2.5106  -0.681
O13 8.8500 3.2962 2.2285  -0.374
C22 8.2203 3.3037 0.9572  -0.605
C23 6.7286 3.0298 1.0710  -0.429
O14 6.4703 1.7121 1.5468  -0.375
C24 6.1664 1.6821 2.9388  -0.866
H54 9.7097 2.0319 3.5813  0.251
H55 8.9039 1.2053 2.2372  0.278
H56 10.4648 2.0326 1.9727  0.325
H57 8.6992 2.5841 0.2851  0.330
H58 8.3626 4.3027 0.5343  0.387
H59 6.2819 3.1045 0.0734  0.343
H60 6.2449 3.7741 1.7115  0.367
H61 5.1323 2.0042 3.0972  0.334
H62 6.8391 2.3150 3.5206  0.428
H63 6.2691 0.6541 3.2865  0.270